Entry 1:
Entry from the Open Molecules 2025 dataset: C5H10N2S in the gas phase in a non-equilibrium geometry (ωB97M-V with the def2-TZVPD basis set).

The value obtained for the largest force on an atom is 2.0 eV/Å. The calculation puts the orbital gap at 9.192 eV. As for the spin multiplicity: 1. The total energy is -19161.2999 eV. As for the energy above the lowest of the compared OMol25 structures with the same formula, charge and spin: 1.606 eV. The SMILES is C[C@@H]1CCSC=NN1.

Each atom is followed by the atoms it is bonded to, with distances in Å.
Cartesian coordinates (Å):
1 C 1.68 -1.06 -0.57  C2 1.542, H6 1.072, H7 1.088, H8 1.084
2 C 0.93 0.01 0.26  C1 1.542, C3 1.528, H9 1.106, N17 1.492
3 C -0.27 -0.60 1.00  C2 1.528, C4 1.558, H10 1.089, H11 1.095
4 C -1.32 0.48 1.38  C3 1.558, H12 1.117, H13 1.103, S18 1.798
5 C -1.56 0.75 -1.45  H14 1.104, N16 1.285, S18 1.786
6 H 2.55 -0.66 -1.04  C1 1.072
7 H 1.92 -1.91 0.07  C1 1.088
8 H 1.00 -1.45 -1.31  C1 1.084
9 H 1.60 0.49 1.00  C2 1.106
10 H 0.11 -1.17 1.84  C3 1.089
11 H -0.69 -1.31 0.28  C3 1.095
12 H -1.94 0.07 2.22  C4 1.117
13 H -0.87 1.36 1.86  C4 1.103
14 H -2.19 0.58 -2.34  C5 1.104
15 H 1.35 1.53 -1.00  N17 1.018
16 N -0.30 0.84 -1.68  C5 1.285, N17 1.393
17 N 0.50 1.16 -0.58  C2 1.492, H15 1.018, N16 1.393
18 S -2.49 0.89 0.07  C4 1.798, C5 1.786

***

Entry 2:
Entry from the Open Molecules 2025 dataset: C5H10N2S in the gas phase in a non-equilibrium geometry (ωB97M-V with the def2-TZVPD basis set).

The value obtained for the largest force on an atom is 2.7 eV/Å. The calculation puts the orbital gap at 9.017 eV. As for the spin multiplicity: 1. The total energy is -19159.7543 eV. As for the energy above the lowest of the compared OMol25 structures with the same formula, charge and spin: 3.152 eV. The SMILES is N[C@@H]1[C@@H]2CSC[C@@]12N.

Each atom is followed by the atoms it is bonded to, with distances in Å.
Cartesian coordinates (Å):
1 C -0.55 1.62 -0.49  C2 1.515, C5 1.475, H8 1.121, N16 1.428
2 C 0.49 0.56 -0.83  C1 1.515, C3 1.460, C5 1.576, H9 1.099
3 C 0.70 -0.86 -1.07  C2 1.460, H10 1.135, H11 1.064, S18 1.894
4 C 0.61 0.01 1.47  C5 1.507, H12 1.113, H13 1.084, S18 1.879
5 C -0.41 0.51 0.47  C1 1.475, C2 1.576, C4 1.507, N17 1.497
6 H -2.30 0.82 -1.11  N16 1.068
7 H -1.79 2.10 -2.12  N16 1.021
8 H -0.06 2.58 -0.18  C1 1.121
9 H 1.49 0.93 -0.58  C2 1.099
10 H 1.55 -1.12 -1.78  C3 1.135
11 H -0.16 -1.38 -1.41  C3 1.064
12 H 0.12 -0.33 2.41  C4 1.113
13 H 1.38 0.71 1.77  C4 1.084
14 H -1.25 -1.35 0.55  N17 1.038
15 H -2.31 -0.25 1.12  N17 1.039
16 N -1.80 1.76 -1.16  C1 1.428, H6 1.068, H7 1.021
17 N -1.60 -0.39 0.37  C5 1.497, H14 1.038, H15 1.039
18 S 1.38 -1.46 0.59  C3 1.894, C4 1.879

***

Entry 3:
Entry from the Open Molecules 2025 dataset: C5H10N2S in the gas phase in a non-equilibrium geometry (ωB97M-V with the def2-TZVPD basis set).

The value obtained for the largest force on an atom is 1.1 eV/Å. The calculation puts the orbital gap at 8.811 eV. As for the spin multiplicity: 1. The total energy is -19161.3501 eV. As for the energy above the lowest of the compared OMol25 structures with the same formula, charge and spin: 1.556 eV. The SMILES is C/C=C(C)\N=C/NS.

Each atom is followed by the atoms it is bonded to, with distances in Å.
Cartesian coordinates (Å):
1 C -0.08 -0.64 -2.28  C2 1.490, H6 1.090, H7 1.084, H8 1.116
2 C -1.08 -0.70 -1.18  C1 1.490, C3 1.341, H9 1.069
3 C -0.83 -0.99 0.10  C2 1.341, C4 1.502, N16 1.437
4 C -1.91 -1.09 1.15  C3 1.502, H10 1.093, H11 1.097, H12 1.109
5 C 1.48 -0.53 0.57  H13 1.114, N16 1.283, N17 1.394
6 H 0.84 -1.16 -2.00  C1 1.090
7 H 0.20 0.36 -2.57  C1 1.084
8 H -0.40 -1.14 -3.23  C1 1.116
9 H -2.11 -0.52 -1.43  C2 1.069
10 H -2.89 -1.00 0.67  C4 1.093
11 H -1.84 -0.32 1.93  C4 1.097
12 H -1.82 -2.06 1.67  C4 1.109
13 H 2.50 -0.94 0.74  C5 1.114
14 H 2.43 1.26 0.05  N17 1.023
15 H -0.31 1.85 -0.70  S18 1.355
16 N 0.47 -1.32 0.60  C3 1.437, C5 1.283
17 N 1.53 0.83 0.29  C5 1.394, H14 1.023, S18 1.704
18 S 0.24 1.92 0.53  H15 1.355, N17 1.704

***

Copy entry 2 word for word.
Entry from the Open Molecules 2025 dataset: C5H10N2S in the gas phase in a non-equilibrium geometry (ωB97M-V with the def2-TZVPD basis set).

The value obtained for the largest force on an atom is 2.7 eV/Å. The calculation puts the orbital gap at 9.017 eV. As for the spin multiplicity: 1. The total energy is -19159.7543 eV. As for the energy above the lowest of the compared OMol25 structures with the same formula, charge and spin: 3.152 eV. The SMILES is N[C@@H]1[C@@H]2CSC[C@@]12N.

Each atom is followed by the atoms it is bonded to, with distances in Å.
Cartesian coordinates (Å):
1 C -0.55 1.62 -0.49  C2 1.515, C5 1.475, H8 1.121, N16 1.428
2 C 0.49 0.56 -0.83  C1 1.515, C3 1.460, C5 1.576, H9 1.099
3 C 0.70 -0.86 -1.07  C2 1.460, H10 1.135, H11 1.064, S18 1.894
4 C 0.61 0.01 1.47  C5 1.507, H12 1.113, H13 1.084, S18 1.879
5 C -0.41 0.51 0.47  C1 1.475, C2 1.576, C4 1.507, N17 1.497
6 H -2.30 0.82 -1.11  N16 1.068
7 H -1.79 2.10 -2.12  N16 1.021
8 H -0.06 2.58 -0.18  C1 1.121
9 H 1.49 0.93 -0.58  C2 1.099
10 H 1.55 -1.12 -1.78  C3 1.135
11 H -0.16 -1.38 -1.41  C3 1.064
12 H 0.12 -0.33 2.41  C4 1.113
13 H 1.38 0.71 1.77  C4 1.084
14 H -1.25 -1.35 0.55  N17 1.038
15 H -2.31 -0.25 1.12  N17 1.039
16 N -1.80 1.76 -1.16  C1 1.428, H6 1.068, H7 1.021
17 N -1.60 -0.39 0.37  C5 1.497, H14 1.038, H15 1.039
18 S 1.38 -1.46 0.59  C3 1.894, C4 1.879